No. 1
ORCA calculation (ωB97M-V with the def2-TZVPD basis set) on an isolated ion of composition C12H10Cl3FN and charge +1.

Properties
- strongest force on any atom (eV/Å) = 0.95
- electronic energy (eV) = -54375.4526
- energy above the lowest of the compared OMol25 structures with the same formula, charge and spin (kJ/mol) = 0.00
- HOMO level (Eh) = -0.4781
- LUMO level (eV) = -4.9
- gap between HOMO and LUMO (eV) = 8.104
- charge = +1
- SMILES = C[C@H](Cl)[C@@H](Cl)c1ccc2c(F)c[nH+]cc2c1Cl

Positions of all 27 atoms, in Å:
1 Cl 3.20 0.41 -1.67
2 Cl 2.38 -2.16 0.35
3 Cl 0.24 1.73 1.77
4 F -3.70 -1.19 -2.18
5 N -3.83 0.70 0.81
6 C 0.76 0.26 -0.46
7 C -0.18 0.74 0.41
8 C -2.56 0.96 1.06
9 C 2.78 -0.48 0.87
10 C 2.25 0.50 -0.18
11 C 4.27 -0.37 1.12
12 C -1.57 0.49 0.20
13 C -1.95 -0.25 -0.94
14 C -0.98 -0.71 -1.82
15 C -4.25 -0.01 -0.27
16 C -3.33 -0.49 -1.13
17 C 0.34 -0.46 -1.59
18 H 2.25 -0.33 1.80
19 H -4.52 1.05 1.47
20 H -5.31 -0.18 -0.41
21 H 1.08 -0.84 -2.28
22 H 2.32 1.52 0.19
23 H 4.48 0.51 1.72
24 H -2.32 1.52 1.95
25 H 4.84 -0.39 0.21
26 H -1.27 -1.27 -2.69
27 H 4.57 -1.23 1.71

Taken from the natural (NBO) analysis, the atomic charges in e are: number 1, Cl, carries 0.00; number 2, Cl, carries -0.06; number 3, Cl, carries 0.05; number 4, F, carries -0.27; number 5, N, carries -0.41; number 6, C, carries -0.01; number 7, C, carries -0.01; number 8, C, carries 0.14; number 9, C, carries -0.18; number 10, C, carries -0.25; number 11, C, carries -0.63; number 12, C, carries -0.05; number 13, C, carries -0.06; number 14, C, carries -0.19; number 15, C, carries -0.06; number 16, C, carries 0.43; number 17, C, carries -0.10; number 18, H, carries 0.23; number 19, H, carries 0.45; number 20, H, carries 0.26; number 21, H, carries 0.26; number 22, H, carries 0.25; number 23, H, carries 0.23; number 24, H, carries 0.25; number 25, H, carries 0.24; number 26, H, carries 0.25; number 27, H, carries 0.24


No. 2
ORCA calculation (ωB97M-V with the def2-TZVPD basis set) on C12H10Cl4IrO2 as an isolated structure.

Properties
- strongest force on any atom (eV/Å) = 7.32
- electronic energy (eV) = -69621.1878
- energy above the lowest of the compared OMol25 structures with the same formula, charge and spin (kJ/mol) = 35.77
- HOMO level (alpha / beta) (Eh) = -0.2024 / -0.2629
- LUMO level (alpha / beta) (eV) = 0.1 / -4.7
- spin multiplicity = 6
- gap between HOMO and LUMO (alpha / beta) (eV) = 5.559 / 2.409
- charge = 0

Positions of all 29 atoms, in Å:
1 Ir 0.00 0.00 0.00
2 Cl -4.67 1.32 0.50
3 Cl 0.70 1.23 1.72
4 Cl -3.01 3.23 1.90
5 Cl -2.34 0.46 1.90
6 O -2.75 3.00 -1.14
7 O -1.14 1.46 -0.82
8 C 0.60 0.94 -5.76
9 C 0.11 2.91 -4.73
10 C -0.38 -2.04 -1.04
11 C -0.48 -1.95 1.24
12 C -1.11 2.28 -5.07
13 C 1.16 2.08 -5.16
14 C 0.94 -2.04 -0.54
15 C -1.26 -1.96 0.07
16 C -2.99 1.76 0.90
17 C -2.24 2.05 -0.38
18 C -0.80 1.06 -5.71
19 C 0.87 -2.01 0.87
20 H -1.52 0.34 -6.09
21 H 1.15 0.11 -6.20
22 H 0.21 3.87 -4.22
23 H 2.22 2.29 -5.04
24 H -2.10 2.66 -4.87
25 H -0.67 -2.02 -2.07
26 H 1.71 -1.95 1.54
27 H -0.86 -1.85 2.25
28 H 1.84 -2.08 -1.13
29 H -2.34 -1.90 0.02

Taken from the natural (NBO) analysis, the atomic charges in e are: number 1, Ir, carries 1.05; number 2, Cl, carries 0.04; number 3, Cl, carries -0.51; number 4, Cl, carries 0.05; number 5, Cl, carries 0.06; number 6, O, carries -0.63; number 7, O, carries -0.76; number 8, C, carries -0.14; number 9, C, carries -0.11; number 10, C, carries -0.34; number 11, C, carries -0.29; number 12, C, carries -0.10; number 13, C, carries -0.13; number 14, C, carries -0.33; number 15, C, carries -0.34; number 16, C, carries -0.19; number 17, C, carries 0.69; number 18, C, carries -0.14; number 19, C, carries -0.32; number 20, H, carries 0.24; number 21, H, carries 0.24; number 22, H, carries 0.25; number 23, H, carries 0.24; number 24, H, carries 0.25; number 25, H, carries 0.23; number 26, H, carries 0.25; number 27, H, carries 0.24; number 28, H, carries 0.24; number 29, H, carries 0.24


No. 3
ORCA calculation (ωB97M-V with the def2-TZVPD basis set) on a 2-piece molecular cluster, C12H10Cl4NO2S2 overall.

Properties
- strongest force on any atom (eV/Å) = 2.89
- electronic energy (eV) = -89952.5004
- energy above the lowest of the compared OMol25 structures with the same formula, charge and spin (kJ/mol) = 0.00
- HOMO level (Eh) = -0.1288
- LUMO level (eV) = 0.8
- gap between HOMO and LUMO (eV) = 4.255
- charge = -1

Positions of all 31 atoms, in Å:
1 Cl -2.09 0.99 2.97
2 Cl -2.89 2.10 0.18
3 Cl -0.71 3.29 -1.71
4 Cl 0.93 0.84 3.78
5 S -0.08 -0.44 -0.82
6 S -1.18 -1.75 1.47
7 O 2.69 2.04 1.82
8 O 1.97 3.09 -0.65
9 N 1.34 -2.20 0.62
10 C -1.25 2.08 0.64
11 C 1.52 2.07 1.48
12 C 3.91 -3.48 0.94
13 C 2.33 -2.12 -0.45
14 C -0.87 1.55 1.90
15 C -0.30 2.65 -0.20
16 C 1.12 2.68 0.14
17 C 2.81 -3.62 1.99
18 C 0.46 1.49 2.29
19 C 3.74 -2.19 0.13
20 C 0.13 -1.57 0.44
21 C 1.42 -3.46 1.36
22 H 4.90 -3.49 1.42
23 H 2.89 -4.60 2.48
24 H 4.48 -2.14 -0.69
25 H 2.20 -1.18 -1.01
26 H 2.17 -2.95 -1.16
27 H 3.88 -4.33 0.25
28 H 2.94 -2.86 2.77
29 H 3.91 -1.31 0.77
30 H 0.63 -3.50 2.12
31 H 1.24 -4.30 0.66

Taken from the natural (NBO) analysis, the atomic charges in e are: number 1, Cl, carries 0.09; number 2, Cl, carries 0.09; number 3, Cl, carries 0.07; number 4, Cl, carries 0.07; number 5, S, carries -0.35; number 6, S, carries -0.34; number 7, O, carries -0.47; number 8, O, carries -0.47; number 9, N, carries -0.47; number 10, C, carries -0.04; number 11, C, carries 0.42; number 12, C, carries -0.40; number 13, C, carries -0.23; number 14, C, carries -0.01; number 15, C, carries -0.14; number 16, C, carries 0.42; number 17, C, carries -0.40; number 18, C, carries -0.16; number 19, C, carries -0.40; number 20, C, carries -0.08; number 21, C, carries -0.22; number 22, H, carries 0.20; number 23, H, carries 0.20; number 24, H, carries 0.20; number 25, H, carries 0.26; number 26, H, carries 0.16; number 27, H, carries 0.18; number 28, H, carries 0.20; number 29, H, carries 0.21; number 30, H, carries 0.25; number 31, H, carries 0.16


No. 4
ORCA calculation (ωB97M-V with the def2-TZVPD basis set) on one molecule with the formula C12H10FN3O2S.

Properties
- strongest force on any atom (eV/Å) = 3.95
- electronic energy (eV) = -34724.2744
- energy above the lowest of the compared OMol25 structures with the same formula, charge and spin (kJ/mol) = 0.00
- HOMO level (Eh) = -0.3528
- LUMO level (eV) = -0.4
- gap between HOMO and LUMO (eV) = 9.165
- charge = 0
- SMILES = CC(=O)Cc1nsc(NC(=O)c2cccc(F)c2)n1

Positions of all 29 atoms, in Å:
1 S -0.24 1.00 -2.77
2 F -0.42 -6.45 0.35
3 O -0.68 6.15 -1.07
4 O 0.31 -2.02 -2.05
5 N 0.47 1.68 -0.38
6 N -0.27 2.66 -2.36
7 N 0.74 -0.49 -0.46
8 C 0.11 -4.16 -0.19
9 C -0.90 5.01 -0.64
10 C 0.29 4.11 -0.42
11 C 0.63 -2.92 0.17
12 C 0.34 0.65 -1.14
13 C 0.57 -5.05 2.01
14 C 0.12 -5.25 0.69
15 C -2.33 4.63 -0.24
16 C 0.61 -1.80 -0.85
17 C 1.16 -3.82 2.40
18 C 1.23 -2.78 1.44
19 C 0.11 2.79 -1.13
20 H -0.27 -4.33 -1.18
21 H 0.95 -0.35 0.53
22 H 0.52 -5.90 2.70
23 H -2.42 4.53 0.85
24 H -3.01 5.43 -0.50
25 H 1.20 4.63 -0.74
26 H -2.63 3.71 -0.73
27 H 1.74 -1.85 1.70
28 H 0.44 3.93 0.63
29 H 1.64 -3.73 3.38

Taken from the natural (NBO) analysis, the atomic charges in e are: number 1, S, carries 0.61; number 2, F, carries -0.32; number 3, O, carries -0.53; number 4, O, carries -0.60; number 5, N, carries -0.52; number 6, N, carries -0.60; number 7, N, carries -0.60; number 8, C, carries -0.23; number 9, C, carries 0.60; number 10, C, carries -0.55; number 11, C, carries -0.14; number 12, C, carries 0.23; number 13, C, carries -0.25; number 14, C, carries 0.40; number 15, C, carries -0.72; number 16, C, carries 0.67; number 17, C, carries -0.20; number 18, C, carries -0.20; number 19, C, carries 0.38; number 20, H, carries 0.26; number 21, H, carries 0.42; number 22, H, carries 0.23; number 23, H, carries 0.23; number 24, H, carries 0.24; number 25, H, carries 0.26; number 26, H, carries 0.23; number 27, H, carries 0.21; number 28, H, carries 0.25; number 29, H, carries 0.23